[1]
Formula: C5H7N3O
Source: the Open Molecules 2025 dataset
Level of theory: wB97M-V/def2-TZVPD

The LUMO energy (spin up / spin down) comes out at -1.42 / -0.94 eV. The calculation puts the total energy at -434.064522 Ha. The calculation puts the energy relative to the best compared isomer or geometry (same formula, charge and spin) at 4.892 eV. The orbital gap (spin up / spin down) is 6.43 / 7.33 eV. The value obtained for the highest occupied orbital energy (spin up / spin down) is -7.848 / -8.274 eV.

CARTESIAN COORDINATES (ANGSTROEM)
O (1.661, 1.762, -0.459)
N (-1.294, 0.862, -1.420)
N (-1.888, -0.322, 1.349)
N (-0.548, -1.323, -1.445)
C (1.736, -0.478, 0.776)
C (1.338, 0.649, -0.285)
C (0.532, -0.059, 1.464)
C (-0.606, -0.184, -0.841)
C (-0.730, -0.240, 0.842)
H (2.677, -0.234, 1.263)
H (-0.114, -2.038, -0.864)
H (0.578, 0.613, 2.311)
H (-1.500, 0.727, -2.401)
H (1.764, -1.420, 0.235)
H (-2.619, -0.113, 0.667)
H (-0.986, 1.797, -1.193)

Atom-resolved charges from Mulliken, all expressed in e: -0.40 -0.48 -0.73 -0.76 -0.39 0.36 -0.37 0.32 0.53 0.33 0.28 0.32 0.25 0.20 0.30 0.24

***

[2]
Formula: C5H7N3O2
Source: the Open Molecules 2025 dataset
Level of theory: wB97M-V/def2-TZVPD

The LUMO energy comes out at 1.00 eV. The calculation puts the total energy at -509.345251 Ha. The calculation puts the energy relative to the best compared isomer or geometry (same formula, charge and spin) at 4.198 eV. The orbital gap is 9.70 eV. The value obtained for the highest occupied orbital energy is -8.703 eV.

CARTESIAN COORDINATES (ANGSTROEM)
O (-0.850, -1.187, -0.334)
O (1.999, -1.066, 0.278)
N (-1.078, 1.077, 0.370)
N (1.655, 1.082, -0.158)
N (-0.186, -0.283, 0.546)
C (2.987, 0.806, -0.299)
C (3.191, -0.509, -0.038)
C (-2.394, 0.494, 0.316)
C (1.124, -0.052, 0.184)
C (-2.231, -0.984, -0.159)
H (-2.692, -1.172, -1.131)
H (3.680, 1.570, -0.582)
H (4.057, -1.138, -0.037)
H (-2.642, -1.676, 0.584)
H (-0.769, 1.463, -0.519)
H (-2.805, 0.512, 1.329)
H (-3.046, 1.062, -0.348)

Atom-resolved charges from Mulliken, all expressed in e: -0.29 -0.32 -0.39 -0.50 -0.09 -0.33 -0.18 -0.37 0.61 -0.26 0.25 0.40 0.39 0.23 0.29 0.23 0.32

***

[3]
Formula: C5H7N3O2
Source: the Open Molecules 2025 dataset
Level of theory: wB97M-V/def2-TZVPD

The LUMO energy comes out at -0.07 eV. The calculation puts the total energy at -509.325262 Ha. The calculation puts the energy relative to the best compared isomer or geometry (same formula, charge and spin) at 4.742 eV. The orbital gap is 9.52 eV. The value obtained for the highest occupied orbital energy is -9.595 eV.

CARTESIAN COORDINATES (ANGSTROEM)
O (0.691, 1.966, -0.499)
O (2.872, 0.314, 1.265)
N (-2.377, 0.211, 0.351)
N (-0.822, -1.243, -0.644)
N (2.493, -1.505, -0.902)
C (0.278, -0.393, -0.274)
C (-0.127, 1.088, -0.364)
C (1.617, -0.687, -0.845)
C (-1.532, 1.366, 0.121)
C (-2.080, -0.870, -0.277)
H (3.354, -0.688, 0.713)
H (-0.607, -2.196, -0.900)
H (-2.861, -1.599, -0.512)
H (0.457, -0.589, 0.801)
H (2.043, 0.810, 1.465)
H (-1.972, 2.097, -0.571)
H (-1.427, 1.918, 1.073)

Atom-resolved charges from Mulliken, all expressed in e: -0.51 -0.78 -0.60 -0.27 -0.65 0.67 0.21 0.13 -0.38 -0.03 0.45 0.26 0.39 0.23 0.30 0.28 0.29

***

[4]
Formula: C5H7N3O2
Source: the Open Molecules 2025 dataset
Level of theory: wB97M-V/def2-TZVPD

The LUMO energy comes out at 0.48 eV. The calculation puts the total energy at -509.416345 Ha. The calculation puts the energy relative to the best compared isomer or geometry (same formula, charge and spin) at 2.263 eV. The orbital gap is 9.23 eV. The value obtained for the highest occupied orbital energy is -8.750 eV.

CARTESIAN COORDINATES (ANGSTROEM)
O (1.558, -2.441, -0.621)
O (-2.151, 1.677, -0.653)
N (-2.028, -1.805, -0.528)
N (-3.299, -1.670, -0.169)
N (1.387, -0.750, 0.794)
C (-3.531, -0.358, -0.164)
C (1.026, -1.056, -0.367)
C (-1.418, -0.626, -0.812)
C (-0.016, -0.510, -1.298)
C (-2.369, 0.345, -0.549)
H (1.029, -2.838, -1.326)
H (-2.944, 2.169, -0.421)
H (-1.619, -2.729, -0.594)
H (-4.489, 0.042, 0.161)
H (0.217, 0.553, -1.466)
H (0.099, -1.020, -2.266)
H (1.979, -1.684, 1.064)

Atom-resolved charges from Mulliken, all expressed in e: -0.59 -0.55 0.43 -0.92 -0.66 -0.61 0.59 -0.21 -0.79 1.21 0.29 0.32 0.22 0.38 0.27 0.30 0.32